No. 1
Computed, not measured: C8H15NO5S as an isolated structure in a non-equilibrium geometry, with the ωB97M-V functional and the def2-TZVPD basis.

Calculated values
frontier orbital gap: 9.110 eV
relative energy (zero: lowest compared OMol25 entry of this formula, charge and spin): 41.2 kcal/mol
HOMO level: -9.26 eV

Cartesian coordinates (Å):
C  -4.78  -0.83  0.18
C  0.09  2.55  0.97
C  1.14  1.44  0.48
C  2.36  2.01  -0.18
C  -0.22  -1.79  -1.49
C  1.88  -1.61  -0.35
C  -0.13  -1.74  1.07
C  0.49  -1.50  -0.22
N  0.30  0.63  -0.37
O  -5.27  0.14  0.49
O  -4.41  -1.90  -0.08
O  -1.54  1.91  -1.44
O  -2.25  -0.02  -0.08
O  -1.17  2.02  1.04
S  -1.28  1.06  -0.33
H  0.42  2.76  2.05
H  0.17  3.45  0.37
H  1.34  0.93  1.43
H  1.88  2.35  -1.08
H  3.02  1.12  -0.33
H  2.87  2.84  0.22
H  0.36  -2.50  -2.04
H  -1.11  -2.25  -1.29
H  -0.41  -0.90  -2.06
H  2.56  -1.41  0.54
H  2.25  -0.98  -1.08
H  2.31  -2.67  -0.59
H  -1.24  -1.39  1.00
H  -0.01  -2.73  1.49
H  0.38  -0.97  1.70

Per-atom Löwdin charges, elementary charge units:
1 C -0.468
2 C -0.240
3 C -0.432
4 C -0.030
5 C -0.026
6 C -0.091
7 C -0.039
8 C -0.387
9 N -0.121
10 O 0.230
11 O 0.183
12 O -0.249
13 O -0.302
14 O -0.192
15 S 0.655
16 H 0.154
17 H 0.118
18 H 0.125
19 H 0.089
20 H 0.086
21 H 0.062
22 H 0.094
23 H 0.059
24 H 0.089
25 H 0.118
26 H 0.062
27 H 0.148
28 H 0.110
29 H 0.104
30 H 0.093

No. 2
Computed, not measured: C8H15O14P2Pt as an isolated structure in a non-equilibrium geometry, with the ωB97M-V functional and the def2-TZVPD basis.

Calculated values
frontier orbital gap (spin up / spin down): 8.235 / 8.236 eV
net charge: +1
relative energy (zero: lowest compared OMol25 entry of this formula, charge and spin): 21.9 kcal/mol
HOMO level (spin up / spin down): -12.99 / -12.99 eV

Cartesian coordinates (Å):
Pt  -0.38  -0.68  -0.67
O  -2.09  0.22  3.98
C  -1.37  0.14  2.86
O  -1.64  0.67  1.82
C  -0.18  -0.76  3.12
O  0.77  -0.62  2.04
C  0.93  -1.64  1.28
C  -1.12  -4.77  1.10
O  -0.82  -5.83  0.79
O  -1.42  -3.68  1.41
H  -2.87  0.77  3.81
H  -0.51  -1.80  3.17
H  0.33  -0.48  4.04
H  0.43  -2.56  1.54
H  1.72  -1.57  0.54
C  2.09  3.76  -0.58
C  1.32  2.45  -0.53
O  0.95  2.09  0.79
P  2.26  1.06  -1.29
O  3.70  1.14  -0.68
O  2.36  1.31  -2.81
O  1.65  -0.28  -0.91
P  -0.16  2.50  -1.64
O  -1.17  3.50  -0.96
O  0.35  2.96  -2.96
O  -0.71  1.08  -1.63
H  3.04  3.67  -0.03
H  1.49  4.53  -0.10
H  2.30  4.06  -1.60
H  1.71  2.21  1.36
H  4.35  0.50  -1.01
H  1.64  1.96  -3.14
H  -1.42  4.23  -1.55
C  -2.95  -3.30  -1.93
C  -1.97  -2.38  -1.31
O  -0.71  -2.63  -1.27
O  -2.29  -1.28  -0.78
H  -2.50  -4.27  -2.13
H  -3.29  -2.86  -2.87
H  -3.82  -3.40  -1.28

Per-atom Löwdin charges, elementary charge units:
1 Pt 1.356
2 O 0.150
3 C -0.494
4 O 0.140
5 C -0.008
6 O -0.032
7 C 0.039
8 C -0.386
9 O 0.256
10 O 0.165
11 H 0.152
12 H 0.138
13 H 0.157
14 H 0.089
15 H 0.090
16 C -0.041
17 C -0.588
18 O -0.049
19 P 0.517
20 O -0.061
21 O -0.090
22 O -0.416
23 P 0.357
24 O -0.066
25 O -0.259
26 O -0.393
27 H 0.090
28 H 0.100
29 H 0.095
30 H 0.111
31 H 0.117
32 H 0.071
33 H 0.108
34 C 0.051
35 C -0.641
36 O -0.081
37 O -0.065
38 H 0.102
39 H 0.112
40 H 0.109

No. 3
Computed, not measured: a single C8H15PS2 molecule in a non-equilibrium geometry, with the ωB97M-V functional and the def2-TZVPD basis.

Calculated values
frontier orbital gap (spin up / spin down): 5.615 / 5.611 eV
relative energy (zero: lowest compared OMol25 entry of this formula, charge and spin): 60.4 kcal/mol
HOMO level (spin up / spin down): -7.06 / -7.06 eV

Cartesian coordinates (Å):
C  0.54  -1.51  -0.81
C  0.65  -1.34  0.52
C  -0.50  -1.04  -1.58
C  1.55  -2.21  1.42
C  -1.84  -1.11  -1.08
C  -0.24  -0.93  -3.03
C  0.10  2.72  2.30
C  0.75  2.60  0.95
P  -0.24  1.38  -0.17
S  -1.99  2.22  -0.28
S  -0.29  -0.18  1.38
H  1.30  -2.10  -1.25
H  1.14  -3.08  1.72
H  1.82  -1.59  2.27
H  2.40  -2.53  0.83
H  -2.09  -1.24  0.00
H  -2.49  -1.74  -1.70
H  -2.47  -0.14  -1.02
H  -0.77  -0.01  -3.24
H  -0.49  -1.77  -3.61
H  0.83  -0.71  -3.08
H  -0.09  3.82  2.34
H  -0.74  2.08  2.37
H  0.66  2.53  3.23
H  1.87  2.30  1.05
H  0.63  3.61  0.49

Per-atom Löwdin charges, elementary charge units:
1 C -0.177
2 C -0.621
3 C -0.390
4 C -0.080
5 C -0.148
6 C -0.022
7 C -0.260
8 C -0.512
9 P 0.280
10 S 0.095
11 S 0.758
12 H 0.116
13 H 0.036
14 H 0.066
15 H 0.083
16 H 0.073
17 H 0.101
18 H 0.041
19 H 0.098
20 H 0.089
21 H 0.091
22 H 0.086
23 H -0.025
24 H 0.071
25 H 0.092
26 H 0.059

No. 4
Computed, not measured: C8H16AlBCl4F10Mg2NNaO8P3 as an isolated structure in a non-equilibrium geometry, with the ωB97M-V functional and the def2-TZVPD basis.

Calculated values
frontier orbital gap: 2.117 eV
net charge: +1
HOMO level: -10.04 eV

Cartesian coordinates (Å):
C  3.33  0.19  1.21
C  2.70  0.85  0.11
C  1.68  1.21  -1.17
P  -0.14  1.24  -0.52
B  -1.88  1.27  0.29
N  -3.00  0.27  0.06
O  -2.17  2.40  1.22
H  3.76  -0.56  2.03
H  1.83  0.46  -2.07
H  1.95  2.30  -1.51
H  -0.41  -0.02  -1.17
H  -0.37  2.53  -1.15
H  0.43  1.28  0.84
H  -2.76  -0.65  0.54
H  -3.02  0.04  -0.98
H  -1.56  3.18  0.98
Na  -2.92  -2.24  -0.02
F  3.98  1.94  2.56
C  -1.42  -2.12  4.87
Cl  0.25  -2.46  5.40
Cl  -1.38  -1.27  3.31
Cl  -2.30  -3.66  4.69
Cl  -2.23  -1.11  6.09
O  -5.68  -3.03  -5.03
P  -4.72  -3.95  -4.26
O  -4.50  -3.39  -2.84
O  -3.37  -4.02  -5.00
O  -5.32  -5.36  -4.16
Al  0.42  -0.26  5.52
F  -6.04  -8.75  -0.53
P  -5.28  -8.40  -1.84
F  -4.00  -8.19  -0.98
F  -5.50  -7.76  -3.25
F  -6.32  -9.49  -2.23
F  -4.18  -9.29  -2.49
F  -5.62  -6.90  -1.58
Mg  -2.62  -4.34  -2.68
O  -5.88  -2.43  1.94
H  -5.96  -1.53  2.20
Mg  -2.02  3.04  -2.10
C  5.37  6.98  -0.10
C  6.08  6.35  1.08
O  5.47  5.15  1.54
C  5.72  3.91  0.82
O  7.02  3.71  0.65
C  4.88  3.78  -0.52
F  3.64  4.32  -0.37
F  4.67  2.47  -0.85
F  5.44  4.37  -1.61
H  4.28  6.91  0.01
H  5.65  8.03  -0.21
H  5.64  6.48  -1.04
H  6.00  7.05  1.92
H  7.15  6.24  0.89
H  5.19  3.19  1.47

Per-atom Löwdin charges, elementary charge units:
1 C 0.088
2 C -0.081
3 C -0.358
4 P 0.667
5 B -0.878
6 N 0.082
7 O -0.045
8 H 0.096
9 H 0.102
10 H 0.084
11 H -0.007
12 H -0.217
13 H 0.031
14 H -0.026
15 H 0.073
16 H 0.105
17 Na 0.532
18 F -0.384
19 C -1.935
20 Cl 0.644
21 Cl 0.554
22 Cl 0.650
23 Cl 0.618
24 O -0.012
25 P -0.048
26 O -0.399
27 O -0.245
28 O 0.015
29 Al 0.510
30 F -0.125
31 P -0.027
32 F -0.162
33 F -0.113
34 F -0.114
35 F -0.137
36 F -0.133
37 Mg 1.219
38 O -0.304
39 H -0.129
40 Mg 0.686
41 C -0.066
42 C -0.232
43 O -0.046
44 C -0.314
45 O 0.173
46 C -0.462
47 F 0.132
48 F 0.117
49 F 0.155
50 H 0.085
51 H 0.090
52 H 0.064
53 H 0.128
54 H 0.124
55 H 0.176